# 1
This record from OMol25 describes a 17-piece molecular cluster, C58H156N6O23 overall in a non-equilibrium geometry. The level of theory is ωB97M-V/def2-TZVPD.

total charge	0
energy above the lowest of the compared OMol25 structures with the same formula, charge and spin	0.0000	eV
HOMO-LUMO gap	8.95	eV

Positions of all 243 atoms, in Å:
C1 3.28678 -9.99136 -4.00890
C2 2.61931 -9.39096 -5.19187
O1 1.25900 -9.44845 -4.96397
H1 2.91299 -9.50700 -3.10680
H2 4.36943 -9.90108 -4.09743
H3 3.15614 -11.07259 -3.96440
H4 2.87001 -9.93676 -6.10147
H5 2.89227 -8.33863 -5.27056
H6 0.84358 -8.70692 -5.41024
C3 7.25513 -9.96802 -3.04777
C4 8.62562 -9.38854 -3.15288
O2 8.90436 -8.97811 -4.46677
H7 6.53470 -9.26604 -3.46764
H8 6.93366 -10.16411 -2.02488
H9 7.21353 -10.90776 -3.59846
H10 9.29660 -10.18740 -2.83714
H11 8.85091 -8.61902 -2.41451
H12 8.89052 -9.75155 -5.03528
C5 12.11526 -10.66160 -1.94442
C6 12.38492 -9.17109 -1.70819
O3 13.63722 -8.75747 -2.28139
H13 12.91529 -11.29771 -1.56574
H14 11.98097 -10.81927 -3.01457
H15 11.27056 -11.08316 -1.39954
H16 12.33684 -8.87158 -0.66124
H17 11.55367 -8.63486 -2.16599
H18 13.82666 -7.82225 -2.17613
C7 1.01188 -14.71811 -2.24782
C8 2.07759 -13.70758 -1.66327
O4 3.32700 -13.80313 -2.33555
H19 0.12777 -14.70617 -1.61040
H20 1.45504 -15.70976 -2.15641
H21 0.54028 -14.48261 -3.20188
H22 2.29094 -13.69792 -0.59440
H23 1.73702 -12.68341 -1.81558
H24 4.00403 -13.41679 -1.77522
C9 13.67313 -14.31712 0.60284
C10 12.55600 -14.71577 -0.42014
O5 11.36734 -14.95860 0.25610
H25 14.61785 -14.15104 0.08515
H26 13.83821 -15.08527 1.35834
H27 13.38598 -13.42860 1.16515
H28 12.95743 -15.61366 -0.88998
H29 12.38517 -13.97212 -1.19854
H30 10.82101 -15.46776 -0.34712
C11 4.28999 -16.69168 -0.77702
C12 4.22397 -18.17693 -0.19602
O6 5.08430 -19.01716 -0.92263
H31 4.07944 -16.72611 -1.84594
H32 5.33475 -16.38630 -0.71934
H33 3.65642 -16.03019 -0.18616
H34 3.19921 -18.54563 -0.24109
H35 4.41311 -18.19495 0.87729
H36 4.84553 -19.90472 -0.64549
C13 4.70148 -13.58760 4.16238
C14 6.02336 -12.92910 3.89998
O7 6.93106 -13.75142 3.21503
H37 4.76621 -14.41667 4.86705
H38 4.15781 -13.89743 3.26989
H39 4.08445 -12.84256 4.66467
H40 6.31879 -12.52819 4.86956
H41 5.92311 -12.09487 3.20563
H42 7.78849 -13.34085 3.34864
C15 7.18547 -3.76832 1.47247
C16 6.15720 -4.76442 1.08377
O8 6.59976 -5.51999 -0.04636
H43 7.32610 -2.93493 0.78414
H44 8.20949 -4.13548 1.54088
H45 6.89571 -3.25987 2.39204
H46 5.14877 -4.41833 0.85704
H47 6.04739 -5.44575 1.92747
H48 6.47559 -5.05292 -0.87583
C17 8.16327 -17.48618 3.14933
C18 7.42660 -16.90794 1.95661
O9 6.23328 -16.25903 2.39363
H49 7.54791 -18.17716 3.72550
H50 8.47290 -16.66039 3.78987
H51 9.09233 -17.96509 2.84016
H52 7.17440 -17.65585 1.20487
H53 8.04196 -16.23143 1.36351
H54 6.45702 -15.36165 2.65103
C19 12.01288 -18.55684 -0.82979
C20 10.53397 -18.47912 -0.89855
O10 10.16189 -17.10319 -1.04956
H55 12.44689 -19.55177 -0.73045
H56 12.32166 -17.98664 0.04636
H57 12.49395 -18.09623 -1.69265
H58 10.07382 -18.93971 -0.02434
H59 10.16599 -19.02959 -1.76439
H60 9.23063 -17.01745 -1.26638
C21 7.66929 -18.41437 -3.88067
C22 7.47997 -17.09901 -3.13255
O11 7.59693 -17.39991 -1.74252
H61 6.80425 -19.06103 -3.73353
H62 8.48928 -19.02473 -3.50227
H63 7.94238 -18.15904 -4.90455
H64 6.49050 -16.65871 -3.25582
H65 8.28784 -16.44019 -3.45096
H66 6.79623 -17.87770 -1.51404
C23 2.23741 -4.93538 -3.29694
O12 3.61415 -5.00327 -3.62510
C24 4.32895 -6.02881 -2.95759
C25 5.77914 -5.85108 -3.30522
N1 6.34933 -4.66675 -2.66729
C26 7.78177 -4.41107 -3.13095
C27 8.31176 -3.04753 -2.56570
O13 7.55740 -1.93049 -3.07627
C28 7.75386 -0.67890 -2.44913
H67 2.08041 -5.17413 -2.24507
H68 1.72259 -5.72766 -3.84042
H69 1.84255 -3.95727 -3.57168
H70 3.97845 -7.04076 -3.16059
H71 4.13625 -5.96510 -1.88666
H72 5.92330 -5.69540 -4.37437
H73 6.30009 -6.79765 -3.16133
H74 5.85155 -3.84921 -2.98971
H75 7.82973 -4.44831 -4.21926
H76 8.37716 -5.20873 -2.68671
H77 9.35217 -2.81423 -2.79204
H78 8.32517 -3.05465 -1.47580
H79 8.78132 -0.33041 -2.55391
H80 7.41724 -0.64518 -1.41297
H81 7.14014 0.07254 -2.94591
C29 5.50351 -8.35874 -0.48223
O14 4.80663 -9.30207 -1.27695
C30 3.81952 -10.08989 -0.56228
C31 4.56336 -11.26501 0.09093
N2 5.15296 -12.27421 -0.87016
C32 5.86911 -13.28337 -0.09970
C33 6.99455 -13.82393 -1.02417
O15 7.80706 -12.78206 -1.54315
C34 8.80672 -13.25712 -2.37882
H82 4.81111 -7.57713 -0.16955
H83 6.29796 -7.85770 -1.03532
H84 5.95441 -8.83455 0.38863
H85 3.11104 -10.58569 -1.22587
H86 3.17793 -9.51238 0.10325
H87 3.88640 -11.73019 0.80747
H88 5.33039 -10.81377 0.72034
H89 5.89937 -11.78349 -1.34152
H90 5.22458 -14.09880 0.22855
H91 6.37534 -12.83521 0.75527
H92 6.58765 -14.49835 -1.77762
H93 7.53283 -14.52148 -0.38249
H94 9.33218 -14.16775 -2.09118
H95 9.54647 -12.46905 -2.51957
H96 8.28502 -13.50274 -3.30381
C35 -3.26066 -16.85870 -3.95520
O16 -4.06427 -15.75990 -3.66525
C36 -3.48901 -14.86047 -2.73020
C37 -2.41340 -13.91661 -3.24754
N3 -2.20675 -12.77478 -2.33054
C38 -1.07059 -11.91340 -2.62885
C39 -0.71056 -11.00330 -1.42983
O17 -0.31523 -11.77859 -0.30793
C40 0.28209 -11.17484 0.79715
H97 -2.91074 -17.31789 -3.03065
H98 -2.35911 -16.57367 -4.49748
H99 -3.81029 -17.54954 -4.59454
H100 -3.08472 -15.38274 -1.86309
H101 -4.30893 -14.24828 -2.35464
H102 -2.75452 -13.62534 -4.24097
H103 -1.45597 -14.43524 -3.29702
H104 -2.14941 -12.97213 -1.34167
H105 -1.34409 -11.28394 -3.47565
H106 -0.20964 -12.49005 -2.96701
H107 -1.64819 -10.49784 -1.19862
H108 0.10920 -10.33770 -1.70016
H109 0.81967 -10.27971 0.48434
H110 1.05076 -11.87474 1.12486
H111 -0.38836 -10.94548 1.62539
C41 11.46638 -12.47586 6.44325
O18 11.34190 -12.74315 5.03956
C42 10.47554 -13.77401 4.64443
C43 10.25035 -13.79929 3.13001
N4 9.48471 -12.62029 2.71852
C44 9.66286 -12.42307 1.24850
C45 9.20161 -10.96885 0.90335
O19 10.17926 -10.00467 1.32069
C46 9.75894 -8.66691 1.42493
H112 12.02155 -11.54627 6.56877
H113 12.05062 -13.22205 6.98174
H114 10.50700 -12.35394 6.94606
H115 9.55171 -13.72719 5.22102
H116 10.92448 -14.70404 4.99316
H117 9.80553 -14.75572 2.85532
H118 11.21546 -13.84183 2.62519
H119 9.97687 -11.83537 3.12073
H120 9.09685 -13.19583 0.72835
H121 10.71473 -12.48354 0.96917
H122 8.28004 -10.80886 1.46302
H123 8.91250 -10.84072 -0.13977
H124 9.09954 -8.51662 2.27975
H125 9.33295 -8.44143 0.44728
H126 10.57630 -7.95433 1.53564
C47 1.97384 -10.62648 4.12927
O20 1.96210 -9.74859 2.95754
C48 1.74490 -8.35238 3.29540
C49 1.70139 -7.52256 1.98110
N5 1.41476 -6.12234 2.32785
C50 1.24559 -5.35004 1.14206
C51 0.83441 -3.93129 1.53758
O21 0.73598 -3.17432 0.32973
C52 0.23839 -1.85063 0.35469
H127 2.80577 -10.31907 4.76289
H128 2.20808 -11.67825 3.96485
H129 1.05885 -10.45151 4.69520
H130 2.53909 -7.95542 3.92767
H131 0.76405 -8.27410 3.76434
H132 0.83885 -7.86855 1.41152
H133 2.60419 -7.64254 1.38223
H134 0.58612 -6.09548 2.90467
H135 0.50152 -5.86200 0.53184
H136 2.10791 -5.32598 0.47580
H137 1.60875 -3.56520 2.21173
H138 -0.07644 -3.90874 2.13586
H139 0.60488 -1.30742 1.22574
H140 -0.82729 -1.78478 0.57397
H141 0.38116 -1.34645 -0.60109
C53 11.78067 -13.52037 -4.49689
O22 10.76300 -13.06709 -5.38629
C54 10.98880 -11.79695 -5.89477
C55 9.81293 -11.57748 -6.91251
N6 8.59007 -11.26295 -6.25294
C56 7.44298 -11.29532 -7.12515
C57 6.15537 -11.64516 -6.31245
O23 6.26947 -12.92622 -5.64165
C58 5.21347 -13.15813 -4.77507
H142 11.71135 -13.02092 -3.53053
H143 12.79611 -13.32753 -4.84301
H144 11.73195 -14.59813 -4.34149
H145 12.00604 -11.81190 -6.28602
H146 10.99887 -11.05762 -5.09390
H147 9.63120 -12.46752 -7.51492
H148 10.09530 -10.77043 -7.58854
H149 8.44814 -11.97357 -5.54939
H150 7.48199 -12.07259 -7.88832
H151 7.22740 -10.41718 -7.73383
H152 5.34839 -11.53341 -7.03660
H153 5.77691 -10.90566 -5.60676
H154 5.18698 -12.46874 -3.93119
H155 5.26050 -14.11374 -4.25287
H156 4.26757 -13.11952 -5.31535

=====

# 2
This record from OMol25 describes C27H34MoN8O5S2 as an isolated structure. The level of theory is ωB97M-V/def2-TZVPD.

spin multiplicity	3
total charge	+2
energy above the lowest of the compared OMol25 structures with the same formula, charge and spin	0.0000	eV
<S²>	2.01
HOMO-LUMO gap (spin up / spin down)	7.61 / 6.47	eV

Positions of all 77 atoms, in Å:
Mo1 -0.48432 0.38716 0.13602
C1 -0.35219 -2.78730 0.72100
C2 -0.75517 -2.10907 2.00671
N1 -1.53418 -0.89655 1.66197
C3 -2.95949 -1.13086 1.30275
C4 -3.22055 -1.53653 -0.14357
S1 -2.21754 -0.65034 -1.40199
C5 -1.26034 -2.01132 -2.15383
C6 0.15497 -2.11567 -1.59083
N2 0.21483 -1.74848 -0.16210
H1 -1.20098 -3.26178 0.23242
H2 0.39383 -3.56172 0.90730
H3 0.13959 -1.78157 2.53937
H4 -1.32856 -2.77313 2.65657
H5 -1.55711 -0.30919 2.49503
H6 -3.48842 -0.20593 1.51602
H7 -3.37552 -1.90303 1.95566
H8 -4.26209 -1.32532 -0.38034
H9 -3.06374 -2.59787 -0.31591
H10 -1.22542 -1.80971 -3.22298
H11 -1.84834 -2.91775 -2.01904
H12 0.82487 -1.44448 -2.12176
H13 0.52847 -3.13370 -1.73050
H14 1.21624 -1.66902 0.09466
C7 -2.45343 3.46033 -1.35549
C8 -1.01542 3.18428 -1.59440
N3 -0.28610 2.14454 -1.18795
C9 0.98474 2.33884 -1.67376
C10 1.04307 3.49908 -2.37373
N4 -0.22640 4.00536 -2.31118
C11 2.10938 4.23906 -3.10910
O1 3.30801 3.68561 -3.13234
O2 1.83065 5.28179 -3.63090
C12 1.96000 1.29695 -1.35556
O3 3.12805 1.33080 -1.68372
O4 1.39449 0.32396 -0.68534
H15 -3.03858 2.55096 -1.47031
H16 -2.81207 4.20407 -2.06442
H17 -2.60722 3.83903 -0.34517
H18 -0.48862 4.87418 -2.76141
H19 3.34095 2.82305 -2.65591
O5 -1.93971 1.53203 0.76130
C13 -2.27217 2.02116 1.96942
C14 -3.60561 2.38294 2.17616
C15 -4.01280 2.88378 3.39743
C16 -3.10055 3.02414 4.43934
C17 -1.78245 2.67456 4.23940
C18 -1.33922 2.17958 3.00448
C19 0.07067 1.87249 2.79037
N5 0.60430 1.15569 1.79386
C20 1.97499 1.10787 2.00448
C21 2.25788 1.80109 3.13064
N6 1.05640 2.27304 3.60841
H20 -4.30398 2.27061 1.35643
H21 -5.04802 3.16156 3.54304
H22 -3.42126 3.40181 5.39947
H23 -1.08879 2.77380 5.06480
H24 2.65423 0.56363 1.36974
H25 3.19163 1.98675 3.63028
H26 0.93738 2.86581 4.41311
C22 7.77389 -3.27039 0.61700
C23 6.70920 -2.23111 0.66913
C24 6.88706 -0.89932 0.41067
C25 5.76528 -0.05565 0.49530
N7 4.55951 -0.49398 0.83039
C26 4.37427 -1.79637 1.06621
S2 2.88275 -2.50381 1.44388
N8 5.45539 -2.63383 0.97861
C27 5.88610 1.39622 0.16700
H27 8.74797 -2.80989 0.47970
H28 7.59182 -3.95246 -0.21557
H29 7.78736 -3.85711 1.53632
H30 7.86088 -0.51523 0.14994
H31 5.27160 -3.61029 1.17332
H32 6.90399 1.75716 0.29928
H33 5.20271 1.98276 0.77688
H34 5.60457 1.54276 -0.87828

=====

# 3
This record from OMol25 describes C11H23ClI2IrNP2 as an isolated structure in a non-equilibrium geometry. The level of theory is ωB97M-V/def2-TZVPD.

spin multiplicity	6
total charge	+3
energy above the lowest of the compared OMol25 structures with the same formula, charge and spin	0.9817	eV
<S²>	8.77
HOMO-LUMO gap (spin up / spin down)	7.25 / 5.89	eV

Positions of all 41 atoms, in Å:
I1 -3.86637 -3.51874 0.19064
I2 -4.81458 -1.65964 -1.18015
Ir1 -0.13354 -0.09841 -0.01987
P1 0.35858 -1.74101 -1.68449
C1 2.09454 -1.59266 -2.21921
C2 -0.00020 -3.55000 -1.36096
H1 0.31583 -4.07042 -2.28383
H2 -0.10928 -2.70977 -3.85157
H3 -1.07063 -3.76297 -1.19209
H4 -1.63977 -2.13128 -3.14274
H5 2.76132 -1.60706 -1.34709
H6 0.58724 -3.94687 -0.52253
C3 -0.58412 -1.88423 -3.28688
H7 2.26100 -2.47310 -2.84687
H8 -0.48184 -0.96551 -3.87303
H9 2.26954 -0.67817 -2.80588
P2 -1.64436 0.95974 1.52939
C4 -0.78142 2.30908 2.40117
C5 -3.31247 1.59247 0.95949
H10 -3.21348 -0.69733 2.54657
H11 -3.10188 0.83827 3.45453
H12 -1.79458 -0.36840 3.60823
C6 -2.52008 0.06645 2.91281
H13 -3.97003 0.79996 0.56517
H14 -3.78821 2.01231 1.86487
H15 -1.57302 2.82155 2.95539
H16 -0.31283 2.98671 1.67559
H17 -3.22810 2.39664 0.21818
H18 -0.02078 1.92982 3.10145
Cl1 -2.03719 -1.18200 -0.29840
C7 4.07197 2.42783 0.45683
C8 3.58519 1.63585 1.50242
C9 2.40437 0.88911 1.33636
N1 1.64805 1.00600 0.21986
C10 2.07389 1.83234 -0.78719
C11 3.31809 2.49192 -0.69400
H19 5.01607 2.97922 0.58687
H20 4.12236 1.53475 2.45214
H21 2.01882 0.16298 2.07679
H22 1.43654 1.86999 -1.66502
H23 3.65540 3.09458 -1.55295